Record 1
Computed, not measured: a structure of composition C41H75Cl29InO5 in a non-equilibrium geometry, with ωB97M-V/def2-TZVPD.

Values from the calculation:
max |F|: 7.13 eV/A
energy: -15518.7817 Ha
frontier orbital gap: 6.21 eV
net charge: -1

Atoms and positions in Å:
O 0.304 -2.516 0.428
C 0.948 -1.402 0.817
C 0.585 -0.011 0.019
In 1.580 -0.015 -2.066
Cl 0.968 2.147 -3.125
C 0.713 -1.735 -3.256
O -0.568 -2.252 -2.748
C -1.662 -1.272 -2.898
O -2.212 -1.195 -4.278
C -1.722 -0.003 -4.987
C -2.719 1.311 -4.880
O -1.966 2.468 -5.456
C 3.795 -0.299 -1.690
O 4.636 0.877 -1.963
C 4.076 2.113 -1.395
C 3.488 2.136 0.150
C 2.814 3.487 0.790
C 2.746 4.823 -0.173
C 3.375 4.812 -1.701
C 4.073 3.457 -2.389
H 1.784 -1.363 1.654
H 1.024 0.915 0.629
H -0.556 0.171 -0.163
H 0.606 -1.428 -4.380
H 1.512 -2.620 -3.221
H -2.560 -1.681 -2.227
H -1.410 -0.203 -2.444
H -0.696 0.317 -4.522
H -1.511 -0.224 -6.141
H -2.987 1.618 -3.780
H -3.679 1.195 -5.566
H -1.683 3.101 -4.730
H 3.965 -0.616 -0.555
H 4.217 -1.191 -2.342
H 3.565 1.133 0.779
H 2.388 3.414 1.880
H 2.233 5.789 0.281
H 3.316 5.795 -2.341
H 4.505 3.460 -3.483
Cl 0.759 3.925 3.685
C -0.438 2.690 3.223
C -0.074 1.311 3.749
Cl 1.367 0.641 2.942
H -0.526 2.694 2.132
H -1.397 3.007 3.643
H -0.894 0.612 3.562
H 0.118 1.329 4.827
Cl 0.033 -5.451 -6.956
C -1.011 -5.715 -5.537
C -0.684 -4.764 -4.398
Cl 0.903 -5.112 -3.665
H -0.909 -6.761 -5.231
H -2.041 -5.557 -5.870
H -1.428 -4.866 -3.602
H -0.683 -3.721 -4.731
Cl 2.216 -3.049 -6.970
C 3.349 -4.319 -7.494
C 4.398 -3.791 -8.459
Cl 3.699 -3.350 -10.038
H 2.766 -5.132 -7.938
H 3.833 -4.702 -6.591
H 5.149 -4.563 -8.651
H 4.909 -2.911 -8.056
Cl -1.935 9.026 6.571
C -0.820 7.718 7.039
C -0.509 6.785 5.879
Cl -1.922 5.811 5.401
H -1.265 7.179 7.881
H 0.099 8.196 7.389
H 0.277 6.081 6.168
H -0.164 7.338 5.000
Cl 3.786 -3.679 0.158
C 2.589 -4.914 -0.304
C 2.953 -6.293 0.222
Cl 4.394 -6.962 -0.585
H 2.501 -4.910 -1.395
H 1.630 -4.597 0.116
H 2.133 -6.992 0.035
H 3.145 -6.275 1.300
Cl 1.593 -8.210 -4.524
C 3.022 -8.741 -3.602
C 2.930 -10.201 -3.189
Cl 1.668 -10.475 -1.961
H 3.129 -8.082 -2.734
H 3.889 -8.591 -4.251
H 3.877 -10.523 -2.746
H 2.717 -10.849 -4.045
Cl -5.728 2.523 -5.266
C -5.883 3.854 -6.439
C -4.543 4.498 -6.757
Cl -3.883 5.401 -5.370
H -6.593 4.582 -6.034
H -6.315 3.426 -7.348
H -4.659 5.215 -7.575
H -3.800 3.753 -7.061
Cl -9.588 2.549 -6.656
C -9.800 1.646 -5.136
C -10.144 0.185 -5.378
Cl -11.774 -0.016 -6.070
H -10.572 2.150 -4.546
H -8.854 1.719 -4.591
H -10.133 -0.362 -4.431
H -9.427 -0.291 -6.055
Cl 3.357 6.582 4.240
C 4.526 6.656 2.899
C 4.375 7.924 2.074
Cl 2.856 7.943 1.142
H 4.397 5.759 2.286
H 5.523 6.621 3.348
H 5.191 7.996 1.349
H 4.398 8.819 2.703
Cl 3.716 9.373 10.380
C 2.049 8.747 10.362
C 1.971 7.337 9.801
Cl 2.325 7.286 8.055
H 1.431 9.444 9.786
H 1.697 8.756 11.397
H 0.960 6.940 9.930
H 2.669 6.662 10.308
Cl -1.766 -12.037 -5.395
C -0.140 -11.338 -5.588
C 0.611 -11.945 -6.763
Cl 1.053 -13.646 -6.473
H 0.403 -11.477 -4.648
H -0.274 -10.264 -5.747
H 1.544 -11.400 -6.930
H 0.021 -11.899 -7.684
Cl 1.340 3.887 10.943
C 2.474 2.617 10.419
C 3.523 3.145 9.454
Cl 2.823 3.586 7.875
H 1.890 1.804 9.975
H 2.958 2.234 11.322
H 4.274 2.373 9.262
H 4.034 4.025 9.857
Cl -4.136 -1.467 -0.444
C -5.333 -2.702 -0.906
C -4.969 -4.081 -0.380
Cl -3.528 -4.751 -1.187
H -5.421 -2.698 -1.997
H -6.292 -2.385 -0.486
H -5.789 -4.780 -0.567
H -4.777 -4.063 0.698
Cl -2.151 1.265 11.232
C -2.482 2.361 12.597
C -1.259 2.571 13.475
Cl -0.819 1.099 14.379
H -3.321 1.950 13.166
H -2.798 3.315 12.165
H -1.463 3.348 14.217
H -0.389 2.881 12.887



Record 2
Computed, not measured: a cluster of 7 separate species, C41H75ClFI2NO12S in total in a non-equilibrium geometry, with ωB97M-V/def2-TZVPD.

Values from the calculation:
max |F|: 6.22 eV/A
SMILES string: CCO[C@]1(CCCCN(C)C(C)=O)[C@H](CC(=O)I)[C@H](CCF)OS(=O)(=O)[C@]1(CCCI)[C@@H](Cl)CC.CC(C)=O.CC(C)=O.CC(C)=O.CC(C)=O.CC(C)=O.CC(C)=O
energy: -4118.3330 Ha
frontier orbital gap: 8.93 eV

Atoms and positions in Å:
C 1.417 1.917 0.043
C 1.251 1.012 1.310
O 0.665 -0.260 1.175
C -0.734 -0.438 1.407
C -1.579 0.770 0.835
C -3.051 1.026 1.365
C -3.071 2.246 2.415
C -3.703 3.565 1.848
N -5.050 3.410 1.229
C -6.144 3.718 2.172
C -5.060 4.270 0.061
C -4.298 3.688 -1.208
O -5.563 5.385 -0.005
C -1.094 -0.725 2.946
C -0.047 -0.975 4.072
C 1.416 -0.475 4.087
O 2.360 -1.102 3.698
I 1.851 1.550 4.860
C -2.178 -1.894 3.121
C -2.686 -2.036 4.630
C -3.318 -0.723 5.193
F -4.496 -0.400 4.470
O -1.704 -3.210 2.766
S -0.617 -3.246 1.540
O 0.724 -3.203 2.175
O -0.616 -4.525 0.783
C -0.970 -1.781 0.471
C -2.448 -1.864 -0.128
C -2.967 -3.288 -0.593
C -3.775 -4.034 0.568
I -5.444 -5.061 -0.372
C -0.055 -1.914 -0.811
Cl 0.042 -0.458 -1.906
C 1.401 -2.536 -0.695
C 2.266 -2.271 -2.014
H 0.465 1.979 -0.547
H 1.770 2.942 0.322
H 2.192 1.501 -0.670
H 0.675 1.623 2.075
H 2.280 0.901 1.771
H -1.682 0.736 -0.288
H -1.110 1.781 1.023
H -3.565 0.177 1.874
H -3.723 1.330 0.509
H -2.021 2.458 2.782
H -3.639 1.900 3.331
H -2.994 4.109 1.161
H -3.841 4.263 2.733
H -7.074 3.150 1.884
H -6.405 4.806 2.251
H -5.884 3.360 3.211
H -4.170 4.519 -1.942
H -4.917 2.832 -1.577
H -3.297 3.328 -0.828
H -1.661 0.190 3.300
H -0.469 -0.563 5.043
H 0.009 -2.082 4.300
H -3.125 -1.702 2.561
H -1.916 -2.494 5.302
H -3.527 -2.791 4.568
H -3.613 -0.858 6.268
H -2.614 0.162 5.172
H -3.263 -1.472 0.523
H -2.437 -1.211 -1.049
H -3.742 -3.094 -1.392
H -2.197 -3.945 -1.067
H -4.222 -3.265 1.258
H -3.128 -4.700 1.189
H -0.571 -2.672 -1.476
H 1.385 -3.659 -0.598
H 2.008 -2.156 0.163
H 3.127 -3.012 -1.985
H 1.682 -2.504 -2.949
H 2.737 -1.255 -2.028
C -8.020 0.538 0.789
C -7.504 -0.239 -0.393
C -8.519 -0.945 -1.254
O -6.316 -0.295 -0.642
H -7.179 0.990 1.314
H -8.691 1.330 0.450
H -8.544 -0.131 1.474
H -9.211 -0.219 -1.685
H -9.066 -1.680 -0.659
H -8.005 -1.463 -2.064
C 6.841 -0.604 -4.525
C 6.190 -1.463 -3.472
C 6.658 -1.287 -2.052
O 5.323 -2.265 -3.757
H 6.408 -0.836 -5.498
H 6.666 0.450 -4.307
H 7.914 -0.807 -4.560
H 6.473 -0.262 -1.725
H 7.722 -1.518 -1.978
H 6.105 -1.966 -1.402
C 3.373 -7.057 -0.416
C 3.260 -6.280 -1.703
C 3.294 -7.063 -2.990
O 3.146 -5.072 -1.702
H 3.333 -6.367 0.427
H 2.543 -7.761 -0.333
H 4.323 -7.593 -0.388
H 2.460 -7.768 -3.019
H 4.241 -7.600 -3.074
H 3.203 -6.377 -3.832
C -1.634 6.377 -0.261
C -0.529 5.962 0.677
C 0.357 7.051 1.224
O -0.359 4.798 0.980
H -2.191 5.494 -0.577
H -2.318 7.059 0.248
H -1.211 6.859 -1.144
H -0.239 7.763 1.797
H 0.867 7.562 0.405
H 1.106 6.610 1.883
C 5.915 1.381 2.829
C 6.321 0.053 2.247
C 5.956 -1.181 3.030
O 6.916 -0.022 1.192
H 6.238 2.184 2.165
H 4.829 1.420 2.926
H 6.386 1.520 3.804
H 4.871 -1.245 3.139
H 6.430 -1.152 4.013
H 6.307 -2.065 2.496
C 4.963 3.472 -7.587
C 5.888 2.350 -7.189
C 6.414 1.465 -8.289
O 6.196 2.167 -6.030
H 4.663 4.026 -6.697
H 5.477 4.153 -8.269
H 4.070 3.066 -8.066
H 6.991 2.058 -9.002
H 5.584 0.971 -8.799
H 7.065 0.702 -7.860



Record 3
Computed, not measured: a cluster of 13 separate species, C41H76F2O25S4 in total in a non-equilibrium geometry, with ωB97M-V/def2-TZVPD.

Values from the calculation:
max |F|: 2.47 eV/A
energy: -5281.2035 Ha
frontier orbital gap: 9.07 eV

Atoms and positions in Å:
F -2.153 -0.927 -2.025
C -3.060 -1.607 -1.281
C -3.417 -2.891 -1.627
C -4.393 -3.565 -0.911
C -4.973 -2.965 0.211
C -4.568 -1.683 0.568
C -3.598 -1.016 -0.149
H -3.038 -3.428 -2.492
H -4.607 -4.609 -1.104
H -5.612 -3.518 0.888
H -4.940 -1.139 1.427
H -3.225 -0.037 0.132
F -0.092 2.793 -3.790
C 0.323 2.456 -5.016
C -0.314 3.022 -6.105
C 0.054 2.583 -7.368
C 1.106 1.695 -7.550
C 1.813 1.233 -6.444
C 1.426 1.635 -5.175
H -1.165 3.651 -5.874
H -0.505 2.954 -8.221
H 1.220 1.231 -8.523
H 2.528 0.443 -6.631
H 1.973 1.304 -4.297
C -1.080 -1.427 -7.442
S -2.089 -1.054 -6.017
O -3.239 -1.981 -6.115
C -0.971 -1.711 -4.789
H -0.693 -2.450 -7.423
H -0.276 -0.705 -7.576
H -1.651 -1.446 -8.376
H -0.521 -2.669 -5.059
H -1.569 -1.868 -3.901
H -0.144 -1.030 -4.577
C 0.005 6.065 6.261
S 0.060 7.056 4.765
O -0.274 6.084 3.677
C -1.456 8.003 5.033
H 0.275 6.707 7.105
H 0.787 5.312 6.176
H -0.955 5.581 6.409
H -1.632 8.418 4.041
H -1.295 8.824 5.734
H -2.257 7.374 5.408
C -1.403 6.819 0.617
S -3.013 6.676 1.396
O -3.493 8.057 1.700
C -3.936 6.303 -0.103
H -1.448 7.673 -0.066
H -1.195 5.932 0.017
H -0.621 7.006 1.347
H -4.886 5.821 0.113
H -3.341 5.639 -0.741
H -4.100 7.207 -0.686
C 2.138 1.323 5.340
S 1.405 1.530 6.957
O 0.697 2.830 6.966
C 0.118 0.289 6.800
H 1.453 1.383 4.492
H 2.739 0.417 5.274
H 2.824 2.173 5.263
H -0.418 0.210 7.741
H 0.464 -0.689 6.468
H -0.569 0.661 6.039
C 1.537 -0.486 -1.253
O 1.244 0.832 -0.738
C 0.467 0.914 0.309
O 0.024 0.023 0.980
O 0.359 2.185 0.616
C -0.572 2.445 1.648
H 2.168 -0.285 -2.114
H 0.623 -0.995 -1.551
H 2.094 -1.102 -0.552
H -1.326 1.660 1.707
H -1.124 3.324 1.325
H -0.117 2.636 2.608
C -1.847 -0.750 3.144
O -3.045 -1.382 3.408
C -3.100 -2.322 4.333
O -2.269 -2.520 5.157
O -4.245 -2.981 4.200
C -4.578 -3.855 5.265
H -2.019 -0.087 2.314
H -1.043 -1.448 2.933
H -1.567 -0.115 3.984
H -5.646 -4.010 5.183
H -4.319 -3.432 6.235
H -4.031 -4.793 5.177
C 2.442 -3.017 -4.401
O 2.306 -2.248 -5.583
C 2.483 -2.886 -6.722
O 2.846 -4.015 -6.815
O 2.045 -2.120 -7.727
C 2.090 -2.637 -9.051
H 2.536 -2.332 -3.566
H 3.348 -3.621 -4.430
H 1.577 -3.656 -4.281
H 3.106 -2.547 -9.427
H 1.385 -2.069 -9.657
H 1.731 -3.661 -9.154
C -3.976 3.899 3.374
O -3.855 2.518 3.606
C -4.368 2.095 4.753
O -4.976 2.753 5.528
O -4.136 0.803 4.926
C -4.753 0.225 6.076
H -3.214 4.278 2.710
H -3.761 4.449 4.304
H -4.997 4.227 3.189
H -5.769 0.610 6.176
H -4.216 0.385 7.011
H -4.796 -0.845 5.888
C 4.671 0.792 0.838
O 5.163 -0.172 1.737
C 6.409 -0.580 1.594
O 7.290 0.035 1.019
O 6.566 -1.777 2.151
C 7.851 -2.377 1.960
H 3.676 1.101 1.147
H 4.646 0.367 -0.163
H 5.270 1.705 0.883
H 8.546 -1.821 2.591
H 8.145 -2.296 0.918
H 7.903 -3.415 2.264
C 6.394 -1.754 -2.166
O 6.233 -2.894 -1.316
C 5.163 -2.922 -0.575
O 4.124 -2.335 -0.789
O 5.329 -3.798 0.384
C 4.346 -4.003 1.373
H 5.844 -1.912 -3.094
H 7.440 -1.786 -2.470
H 6.170 -0.818 -1.668
H 3.556 -3.259 1.203
H 4.743 -3.828 2.366
H 3.816 -4.949 1.277
C -0.807 -6.173 -3.552
O -1.159 -5.952 -2.218
C -0.506 -4.980 -1.583
O 0.340 -4.267 -2.007
O -0.953 -4.962 -0.348
C -0.635 -3.784 0.392
H -0.875 -7.225 -3.820
H 0.237 -5.935 -3.768
H -1.438 -5.577 -4.209
H -0.951 -3.853 1.423
H -0.976 -2.898 -0.136
H 0.461 -3.700 0.407



Number 1: HOMO level -5.010 eV. Number 2: HOMO level -8.749 eV. Number 3: HOMO level -8.720 eV.